[1]
Below is a molecular structure, C63H54GeNO6PSSiTi, with properties calculated with the ωB97M-V functional and the def2-TZVPD basis.

As for the energy above the lowest of the compared OMol25 structures with the same formula, charge and spin: 157.11 kcal per mole. Its multiplicity is 2. The HOMO-LUMO gap (alpha / beta) is 5.538 / 6.527 eV. Its calculated total energy is -6894.6644 Ha. As for the HOMO energy (alpha / beta): -3.573 / -4.705 eV. Its total charge is -1.

The geometry in XYZ format:
```
129
Properties=species:S:1:pos:R:3:mulliken_charge:R:1
Ti -0.553 -0.243 0.578 1.12
C 3.605 -6.452 -0.911 -0.50
C 4.286 -5.248 -1.003 -0.77
C 3.770 -4.102 -0.409 -0.34
C 2.566 -4.143 0.290 0.44
C 1.905 -5.371 0.402 -0.20
C 2.411 -6.510 -0.202 -0.77
P 1.742 -2.709 1.101 0.11
C 2.849 -1.309 0.667 0.12
C 3.165 -0.889 -0.626 0.32
C 4.078 0.132 -0.839 -0.68
C 4.661 0.782 0.242 -0.35
C 4.322 0.412 1.533 -0.47
C 3.428 -0.632 1.740 -0.72
C 0.305 -2.408 0.007 -0.12
C 0.315 -2.671 -1.403 -0.49
C -0.750 -2.706 -2.256 -0.12
C -2.091 -2.261 -2.039 -1.10
C -2.605 -1.700 -0.903 -0.57
C -1.954 -1.608 0.358 -0.65
H 4.003 -7.342 -1.383 0.38
H 5.223 -5.195 -1.545 0.41
H 4.317 -3.172 -0.492 0.37
H 0.983 -5.430 0.969 0.36
H 1.871 -7.446 -0.118 0.46
H 2.709 -1.361 -1.485 0.12
H 4.314 0.430 -1.853 0.38
H 5.358 1.595 0.074 0.40
H 4.742 0.939 2.380 0.38
H 3.168 -0.930 2.749 0.20
H 1.291 -2.860 -1.838 0.59
H -0.529 -3.010 -3.274 0.41
H -2.733 -2.280 -2.914 0.38
H -3.566 -1.197 -0.970 0.46
C -1.740 -0.483 4.772 -0.83
S -1.051 -1.549 3.521 0.68
C 0.238 -2.263 4.526 -0.92
O -0.256 -0.604 2.602 -0.91
H -0.971 0.160 5.195 0.39
H -2.172 -1.137 5.532 0.60
H -2.519 0.124 4.318 0.15
H -0.224 -2.915 5.268 0.45
H 0.795 -1.453 4.997 0.40
H 0.863 -2.844 3.852 0.15
O -0.582 -4.078 2.434 -0.57
C -1.162 -4.116 1.374 -0.41
O -1.012 -2.830 0.517 2.15
C -1.878 -5.161 0.773 0.88
C -2.498 -5.155 -0.505 -0.13
C -3.148 -6.259 -0.976 -0.64
C -3.214 -7.430 -0.197 -0.34
C -2.612 -7.466 1.075 -0.59
C -1.965 -6.364 1.548 -1.05
N -3.884 -8.576 -0.691 0.97
O -4.417 -8.519 -1.804 -0.69
O -3.931 -9.588 0.018 -0.70
H -2.451 -4.269 -1.111 0.57
H -3.617 -6.254 -1.949 0.49
H -2.675 -8.374 1.656 0.48
H -1.501 -6.382 2.525 0.42
C 3.110 3.959 3.602 -0.85
C 2.638 2.678 3.863 -0.70
C 1.462 2.239 3.271 0.28
C 0.716 3.060 2.418 0.11
C 1.219 4.333 2.155 -0.09
C 2.399 4.781 2.740 -0.62
Ge -0.950 2.303 1.641 0.30
C -2.208 2.463 3.187 -0.22
C -1.839 2.905 4.457 -0.12
C -2.763 2.976 5.496 -0.64
C -4.086 2.620 5.280 -0.55
C -4.483 2.207 4.012 -0.64
C -3.552 2.133 2.985 -0.34
C -1.807 3.674 0.487 0.11
C -2.450 3.225 -0.666 -0.01
C -3.116 4.094 -1.524 -0.45
C -3.155 5.449 -1.230 -0.63
C -2.546 5.918 -0.071 -0.81
C -1.890 5.037 0.779 -0.37
H 4.029 4.308 4.058 0.32
H 3.193 2.019 4.523 0.49
H 1.117 1.228 3.468 0.11
H 0.700 4.987 1.464 0.14
H 2.768 5.774 2.509 0.41
H -0.811 3.196 4.644 0.35
H -2.448 3.317 6.476 0.40
H -4.808 2.677 6.087 0.37
H -5.517 1.939 3.827 0.39
H -3.876 1.800 2.003 0.30
H -2.419 2.168 -0.909 0.20
H -3.583 3.711 -2.425 0.37
H -3.665 6.138 -1.894 0.39
H -2.588 6.973 0.174 0.42
H -1.440 5.423 1.688 0.41
O -0.061 0.540 -1.060 0.56
Si 0.304 1.594 -2.248 -2.01
C 1.668 0.914 -3.364 0.91
C 1.615 -0.425 -3.761 -0.73
C 2.566 -0.967 -4.614 -0.44
C 3.583 -0.165 -5.117 -0.70
C 3.634 1.176 -4.766 -0.67
C 2.688 1.706 -3.896 -0.31
C 0.967 3.242 -1.638 1.62
C 2.198 3.235 -0.975 0.45
C 2.853 4.414 -0.652 -0.57
C 2.277 5.635 -0.975 -0.95
C 1.038 5.667 -1.600 -0.77
C 0.394 4.481 -1.930 -0.46
C -1.150 1.854 -3.410 1.12
C -2.326 1.112 -3.300 0.13
C -3.373 1.285 -4.197 -0.65
C -3.262 2.210 -5.225 -0.70
C -2.095 2.952 -5.359 -0.86
C -1.051 2.768 -4.463 -0.21
H 0.823 -1.057 -3.380 0.42
H 2.512 -2.014 -4.891 0.47
H 4.326 -0.583 -5.786 0.37
H 4.418 1.812 -5.163 0.41
H 2.754 2.753 -3.622 0.33
H 2.661 2.291 -0.716 -0.23
H 3.803 4.378 -0.132 0.45
H 2.783 6.561 -0.725 0.33
H 0.568 6.615 -1.831 0.36
H -0.575 4.526 -2.413 0.45
H -2.422 0.391 -2.499 -0.15
H -4.278 0.698 -4.090 0.45
H -4.078 2.350 -5.923 0.36
H -1.998 3.672 -6.162 0.41
H -0.140 3.346 -4.591 0.41
```

[2]
Below is a single C17H21N3O5S molecule, with properties calculated with the ωB97M-V functional and the def2-TZVPD basis.

As for the energy above the lowest of the compared OMol25 structures with the same formula, charge and spin: 66.58 kcal per mole. Its multiplicity is 1. The HOMO-LUMO gap is 9.247 eV. Its calculated total energy is -1599.0439 Ha. As for the HOMO energy: -8.811 eV. Its total charge is 0.

The geometry in XYZ format:
```
47
Properties=species:S:1:pos:R:3:mulliken_charge:R:1
C -6.567 -1.553 1.429 -0.94
O -5.911 -0.914 0.359 -0.40
C -4.568 -0.772 0.410 1.06
C -3.759 -1.196 1.454 -0.62
C -2.384 -1.001 1.405 -0.85
C -1.835 -0.385 0.307 -0.51
S -0.091 -0.075 0.226 1.51
O 0.601 -0.924 1.165 -0.77
O 0.348 -0.073 -1.138 -0.69
N -0.007 1.502 0.786 -0.39
C 0.799 2.458 0.056 0.70
C 0.406 3.885 0.427 -1.59
C 2.321 2.282 0.203 0.37
O 3.085 3.131 -0.212 -0.69
N 2.733 1.157 0.818 -0.06
C 4.132 0.791 0.859 -1.02
C 4.409 -0.510 0.159 0.69
C 3.610 -0.982 -0.876 0.04
C 3.933 -2.188 -1.476 -0.71
C 5.048 -2.876 -1.023 -0.24
N 5.818 -2.436 -0.043 -0.61
C 5.503 -1.289 0.529 -0.56
C -2.615 0.051 -0.753 -0.51
C -3.985 -0.138 -0.720 0.38
O -4.849 0.236 -1.690 -0.43
C -4.328 0.851 -2.847 -0.89
H -6.434 -1.004 2.367 0.37
H -6.220 -2.583 1.556 0.38
H -7.622 -1.558 1.161 0.23
H -4.187 -1.684 2.313 0.39
H -1.741 -1.338 2.202 0.51
H 0.124 1.538 1.785 0.36
H 0.581 2.277 -1.003 0.27
H -0.636 4.069 0.180 0.40
H 1.042 4.575 -0.119 0.38
H 0.550 4.046 1.493 0.38
H 2.082 0.421 1.056 0.20
H 4.463 0.726 1.902 0.43
H 4.680 1.607 0.373 0.40
H 2.743 -0.427 -1.205 0.43
H 3.328 -2.582 -2.278 0.40
H 5.342 -3.822 -1.458 0.36
H 6.160 -0.971 1.329 0.35
H -2.115 0.513 -1.587 0.54
H -5.188 1.044 -3.485 0.22
H -3.832 1.797 -2.608 0.36
H -3.626 0.194 -3.368 0.37
```

[3]
Below is 2 unconnected molecules or ions with the total composition C5H10BNO in a non-equilibrium geometry, with properties calculated with the ωB97M-V functional and the def2-TZVPD basis.

As for the energy above the lowest of the compared OMol25 structures with the same formula, charge and spin: 135.60 kcal per mole. Its multiplicity is 1. The HOMO-LUMO gap (alpha / beta) is 6.829 / 8.126 eV. Its calculated total energy is -351.1939 Ha. As for the HOMO energy (alpha / beta): -6.801 / -7.587 eV. Its total charge is 0.

The geometry in XYZ format:
```
18
Properties=species:S:1:pos:R:3:mulliken_charge:R:1
B -0.895 0.778 -0.830 -0.06
C -1.395 -0.091 2.705 -0.42
C -0.105 -0.067 2.657 -0.49
C 0.721 -0.650 -1.182 -0.66
C -0.570 -0.962 -2.097 -0.39
C 1.560 1.574 -0.813 -0.59
N 0.503 0.817 -0.999 0.20
O -1.528 -0.067 -1.582 -0.38
H -1.879 -0.693 3.572 0.19
H -2.127 0.078 1.860 0.19
H 0.359 -0.381 3.537 0.29
H 0.565 -1.207 -0.248 0.26
H 1.685 -0.962 -1.681 0.38
H -0.297 -0.622 -3.139 0.24
H -0.921 -1.896 -2.030 0.41
H 0.352 0.589 1.943 0.25
H 1.452 2.585 -1.197 0.29
H 2.520 1.177 -0.474 0.29
```

[4]
Below is a molecular structure, C12H22BrCl14NO5PS2 in a non-equilibrium geometry, with properties calculated with the ωB97M-V functional and the def2-TZVPD basis.

Its multiplicity is 1. The HOMO-LUMO gap is 7.459 eV. Its calculated total energy is -11055.6839 Ha. As for the HOMO energy: -5.517 eV. Its total charge is -1.

The geometry in XYZ format:
```
58
Properties=species:S:1:pos:R:3:mulliken_charge:R:1
C -1.848 -4.404 -0.352 0.20
C -0.845 -4.737 -0.879 -0.68
C 0.463 -4.991 -1.496 -0.70
C 1.386 -3.761 -1.307 -0.38
C 1.393 -2.797 -2.506 -0.96
S 0.323 -1.363 -2.327 0.87
O 0.169 -0.852 -3.666 -0.76
O -0.962 -1.698 -1.787 -0.47
N 1.184 -0.262 -1.495 -0.30
S 0.652 -0.020 -0.001 0.74
O -0.347 1.022 0.049 -0.48
O 0.321 -1.200 0.751 -0.44
P 2.402 0.801 1.040 0.17
O 3.204 1.645 -0.129 -0.37
Br 1.635 2.229 2.572 -0.11
H -2.647 -3.913 0.130 0.45
H 0.377 -5.308 -2.533 0.32
H 0.891 -5.817 -0.923 0.32
H 2.401 -4.165 -1.235 0.41
H 1.179 -3.275 -0.355 0.15
H 2.403 -2.390 -2.575 0.39
H 1.215 -3.289 -3.459 0.42
H 4.018 1.177 -0.338 0.34
C -0.798 -2.030 3.853 0.02
Cl -1.653 -3.224 4.851 -0.17
Cl 0.942 -2.074 4.132 -0.17
H -0.986 -2.244 2.807 0.04
H -1.166 -1.041 4.101 0.25
C -4.470 -2.800 7.594 -0.15
Cl -6.238 -2.742 7.619 -0.16
Cl -3.873 -4.457 7.478 -0.15
H -4.113 -2.242 6.736 0.19
H -4.094 -2.358 8.509 0.27
C -1.694 0.345 -1.614 1.35
Cl -2.314 1.943 -2.100 -0.34
Cl -3.026 -0.773 -1.277 -0.35
H -1.089 -0.059 -2.419 -0.53
H -1.090 0.457 -0.719 -0.32
C -0.268 4.779 -2.794 0.12
Cl 0.133 5.368 -4.419 -0.21
Cl 1.092 3.974 -2.025 -0.04
H -0.579 5.619 -2.185 0.29
H -1.054 4.038 -2.869 -0.13
C 4.762 4.772 -2.832 -0.29
Cl 4.347 3.491 -1.694 -0.02
Cl 6.469 5.240 -2.709 -0.19
H 4.570 4.421 -3.839 0.29
H 4.148 5.639 -2.618 0.26
C -5.160 -0.070 -4.379 0.26
Cl -6.291 -1.362 -4.811 -0.19
Cl -5.969 1.504 -4.326 -0.18
H -4.740 -0.287 -3.403 -0.13
H -4.373 -0.031 -5.122 0.25
C 4.206 4.533 4.936 -0.26
Cl 2.441 4.477 4.978 -0.15
Cl 4.911 2.915 4.853 -0.14
H 4.515 5.094 4.061 0.25
H 4.561 5.022 5.837 0.29
```

[5]
Below is a molecular structure, C33H30FeNOS in a non-equilibrium geometry, with properties calculated with the ωB97M-V functional and the def2-TZVPD basis.

As for the energy above the lowest of the compared OMol25 structures with the same formula, charge and spin: 96.78 kcal per mole. Its multiplicity is 5. The HOMO-LUMO gap (alpha / beta) is 3.340 / 5.289 eV. Its calculated total energy is -3067.1141 Ha. As for the HOMO energy (alpha / beta): -1.001 / -2.956 eV. Its total charge is -1.

The geometry in XYZ format:
```
67
Properties=species:S:1:pos:R:3:mulliken_charge:R:1
C 1.200 -4.439 1.098 -0.94
O 1.573 -3.031 0.960 0.47
C 0.754 -2.026 1.390 -0.44
C 0.766 -1.715 2.834 0.17
C -0.026 -2.531 3.666 0.09
C -0.175 -2.203 5.013 -0.86
C 0.514 -1.118 5.558 -0.49
C 1.353 -0.357 4.747 -0.93
C 1.479 -0.643 3.393 0.59
C -0.348 -1.767 0.575 0.06
N -1.494 -1.114 0.975 0.19
C -1.497 -0.113 2.034 -1.09
C -2.653 -1.492 0.290 0.15
C -2.369 -2.409 -0.725 0.93
C -3.407 -3.055 -1.399 -0.61
C -4.731 -2.696 -1.121 -0.53
C -5.015 -1.764 -0.121 -0.66
C -3.985 -1.195 0.629 -0.83
S -0.635 -2.684 -0.896 -0.25
H 1.685 -4.924 0.247 0.20
H 1.582 -4.793 2.063 0.10
H 0.105 -4.510 1.051 0.53
H -0.531 -3.390 3.212 0.31
H -0.825 -2.814 5.641 0.35
H 0.397 -0.871 6.620 0.34
H 1.927 0.474 5.164 0.37
H 2.088 -0.047 2.715 0.04
H -2.385 0.511 1.900 0.49
H -1.559 -0.589 3.023 0.36
H -0.604 0.527 1.970 0.21
H -3.151 -3.822 -2.126 0.38
H -5.542 -3.152 -1.691 0.35
H -6.054 -1.495 0.079 0.36
H -4.193 -0.552 1.479 0.33
C 6.648 -5.566 1.618 -0.64
C 6.097 -5.084 0.365 -1.06
C 4.662 -5.303 0.396 -0.85
C 4.326 -5.924 1.671 -0.50
C 5.560 -6.086 2.422 -1.00
Fe 5.261 -4.195 1.905 -0.17
C 5.251 -3.262 3.629 -1.06
C 6.288 -2.744 2.760 -0.84
C 5.655 -2.283 1.551 -1.02
C 4.228 -2.501 1.648 1.55
C 3.344 -2.201 0.495 -0.58
C 3.034 -0.901 -0.011 1.15
C 2.638 -0.847 -1.378 -1.01
C 1.883 0.218 -1.828 -0.49
C 1.587 1.283 -0.970 -0.60
C 2.231 1.360 0.272 -0.40
C 3.071 0.328 0.688 -0.25
C 3.981 -3.120 2.943 0.09
H 7.698 -5.611 1.875 0.48
H 6.658 -4.685 -0.474 0.42
H 3.970 -5.142 -0.426 0.83
H 3.351 -6.307 1.956 0.58
H 5.652 -6.596 3.378 0.43
H 5.386 -3.668 4.633 0.41
H 7.344 -2.664 2.989 0.45
H 6.099 -1.761 0.703 0.55
H 3.403 -2.974 -0.283 0.09
H 2.877 -1.693 -2.032 0.34
H 1.513 0.206 -2.854 0.37
H 0.916 2.079 -1.299 0.38
H 2.074 2.244 0.897 0.37
H 3.723 0.460 1.552 0.60
H 3.003 -3.340 3.369 0.63
```

[6]
Below is 8 unconnected molecules or ions with the total composition C26H42Cl6O15 in a non-equilibrium geometry, with properties calculated with the ωB97M-V functional and the def2-TZVPD basis.

As for the energy above the lowest of the compared OMol25 structures with the same formula, charge and spin: 0.00 kcal per mole. Its multiplicity is 1. The HOMO-LUMO gap is 10.718 eV. Its calculated total energy is -4905.7540 Ha. As for the HOMO energy: -10.571 eV. Its total charge is 0.

The geometry in XYZ format:
```
89
Properties=species:S:1:pos:R:3:mulliken_charge:R:1
C 9.914 -7.177 2.149 -0.39
C 9.616 -7.399 0.693 0.69
C 9.630 -6.087 -0.104 -0.43
O 10.552 -6.308 -1.171 -0.03
C 11.137 -7.508 -1.031 0.13
O 12.006 -7.934 -1.732 -0.52
O 10.704 -8.129 0.079 -0.32
H 9.179 -6.529 2.627 0.14
H 10.926 -6.784 2.245 0.22
H 9.843 -8.120 2.682 -0.35
H 8.700 -7.960 0.511 0.14
H 10.042 -5.287 0.518 0.21
H 8.675 -5.705 -0.459 0.42
C 5.537 -3.807 7.497 -1.52
C 6.441 -3.719 6.293 0.56
C 7.938 -3.870 6.618 -0.50
O 8.410 -4.848 5.695 -0.32
C 7.364 -5.442 5.083 0.66
O 7.447 -6.325 4.295 -0.50
O 6.210 -4.819 5.404 -0.35
H 5.855 -4.611 8.163 0.38
H 4.520 -4.069 7.195 0.35
H 5.455 -2.853 8.015 0.39
H 6.245 -2.790 5.753 0.29
H 8.055 -4.244 7.638 0.30
H 8.541 -2.972 6.511 0.28
C 6.055 -14.122 -1.032 -1.40
C 5.809 -12.667 -1.395 0.49
C 4.461 -12.080 -0.928 -0.43
O 4.829 -11.002 -0.091 -0.33
C 6.163 -10.849 -0.042 0.62
O 6.732 -10.010 0.569 -0.51
O 6.781 -11.832 -0.749 -0.37
H 5.644 -14.355 -0.048 0.36
H 7.118 -14.350 -1.021 0.34
H 5.563 -14.742 -1.783 0.37
H 5.948 -12.547 -2.471 0.29
H 3.874 -12.825 -0.391 0.28
H 3.860 -11.749 -1.774 0.28
C 13.999 -6.730 1.250 -1.05
C 14.351 -8.202 1.083 1.24
C 14.561 -8.555 -0.408 -0.22
O 15.980 -8.770 -0.485 -0.39
C 16.559 -8.639 0.721 0.51
O 17.725 -8.694 0.930 -0.54
O 15.618 -8.453 1.682 -0.41
H 13.716 -6.507 2.281 0.35
H 13.102 -6.517 0.658 0.03
H 14.807 -6.066 0.950 0.34
H 13.573 -8.801 1.547 -0.28
H 14.272 -7.737 -1.059 0.16
H 14.098 -9.502 -0.669 0.27
C 12.605 -3.931 -2.363 -1.08
C 11.941 -3.656 -3.689 0.37
C 10.603 -4.353 -3.973 0.38
O 9.727 -3.319 -4.371 -0.36
C 10.322 -2.113 -4.231 0.62
O 9.823 -1.077 -4.484 -0.52
O 11.584 -2.255 -3.760 -0.40
H 12.658 -5.011 -2.205 0.14
H 12.100 -3.427 -1.539 0.27
H 13.632 -3.564 -2.362 0.41
H 12.660 -3.805 -4.500 0.24
H 10.325 -4.902 -3.070 -0.22
H 10.678 -5.104 -4.759 0.23
Cl 8.921 -2.622 0.166 -0.10
C 7.993 -2.169 1.630 -0.61
C 7.225 -3.332 2.169 0.67
Cl 5.739 -3.677 1.276 -0.18
H 7.362 -1.335 1.333 0.40
H 8.702 -1.771 2.354 0.31
H 6.917 -3.145 3.202 -0.26
H 7.864 -4.211 2.270 -0.22
Cl 12.458 -10.163 3.721 -0.15
C 11.430 -11.578 4.061 -0.53
C 10.300 -11.253 5.001 -0.45
Cl 9.278 -9.957 4.325 -0.12
H 12.018 -12.397 4.474 0.40
H 11.063 -11.881 3.085 0.26
H 10.629 -10.917 5.982 0.30
H 9.667 -12.124 5.163 0.30
Cl 10.275 -9.278 -6.429 -0.20
C 10.736 -9.674 -4.774 -0.18
C 12.232 -9.839 -4.609 -0.06
Cl 12.826 -11.231 -5.516 -0.20
H 10.262 -10.624 -4.519 0.37
H 10.333 -8.953 -4.065 -0.01
H 12.453 -9.960 -3.550 -0.02
H 12.731 -8.918 -4.911 0.32
```